[1]
96
Properties=species:S:1:pos:R:3 method="wB97M-V/def2-TZVPD" lumo_energy_ev=-0.3 total_energy_ha=-3277.8693 gap_ha=0.3400 molar_mass_g_mol=794.9 e_above_lowest_kj_mol=1069.7 spin_multiplicity=1
H -6.90 0.12 -3.28
N -1.25 0.40 1.85
F -2.36 4.17 -1.85
C 11.08 -5.78 5.78
H -7.16 1.78 -4.22
C -2.10 -2.56 -6.67
H 0.34 1.95 -0.27
Si -1.97 -2.28 -1.29
C 3.67 -2.79 5.71
H -4.13 -0.25 -2.48
H -1.84 0.15 4.87
F 0.66 6.04 -2.76
C -1.61 -0.84 -8.74
F -2.23 6.52 -3.61
H 12.46 -4.14 6.00
H 7.72 -5.30 5.63
C -0.92 4.37 -1.47
C 0.36 -2.61 6.33
H -3.17 2.05 -0.67
C -0.08 3.21 -2.25
H -0.58 -1.45 3.42
C -6.95 1.31 -3.17
C -0.91 -2.68 -7.38
H 6.91 -3.24 7.67
H -5.44 1.23 -1.45
C 9.73 -6.10 5.68
H 6.77 -1.45 5.94
C -0.66 -1.81 -8.44
H -1.80 -0.43 -4.01
C 9.23 -3.78 5.84
H 9.42 -7.14 5.57
C 6.00 -3.09 7.09
C -1.22 -0.63 5.31
C -0.52 -1.51 4.51
C 3.84 -3.76 6.69
C -0.30 -1.78 7.21
F -2.74 8.68 -0.76
C -1.11 -0.77 6.69
C -2.72 1.01 -0.31
H 1.04 1.26 -1.88
H 1.04 3.52 -2.52
C -4.51 2.58 -4.54
C -2.14 0.55 -3.45
C 0.07 1.79 -1.42
H -0.20 -1.91 8.28
C -5.62 1.91 -2.41
N -2.77 -0.70 -8.07
H -2.33 -3.22 -5.84
H -2.80 -2.02 -0.09
F -4.13 7.07 -1.85
H -1.88 1.48 -4.11
H 3.04 -4.44 6.95
N 4.98 -3.92 7.39
H -7.91 1.54 -2.51
C -0.46 5.91 -1.76
C 4.74 -1.94 5.43
C -2.01 1.30 1.15
H -0.61 3.05 -3.30
O -5.19 3.76 -4.52
H 11.84 -6.55 5.76
C -3.92 2.12 -6.00
H 1.00 -3.41 6.69
H -0.19 -3.44 -7.12
H 0.26 -1.87 -9.01
H -2.80 2.43 -6.13
H -4.56 2.70 -6.82
C -1.64 6.92 -2.27
F 0.14 6.42 -0.46
F -2.75 6.45 0.07
C 5.93 -2.09 6.13
O -0.70 -1.07 -1.38
N 0.27 -2.50 4.98
H -1.36 -3.59 -1.07
N 10.53 -3.43 5.94
H -1.22 -0.50 1.33
H 2.73 -2.70 5.18
C -2.99 -1.57 -7.05
C 8.78 -5.08 5.70
H -3.93 -1.43 -6.53
N -4.34 1.86 -3.23
Si -1.39 0.55 -1.68
F -0.89 4.17 0.03
F -0.97 8.24 -2.55
C -2.82 7.23 -1.18
H -5.77 3.01 -2.02
H -2.75 -2.36 -2.52
H -1.64 -0.09 7.35
C 11.43 -4.44 5.91
H 8.53 -2.95 5.86
C -3.81 0.45 -3.40
H -4.06 0.97 -6.25
H -2.17 2.37 1.63
H -3.61 0.26 -0.28
H -1.46 -0.14 -9.55
H 4.64 -1.18 4.67
H -4.23 -0.11 -4.36

[2]
91
Properties=species:S:1:pos:R:3 method="wB97M-V/def2-TZVPD" lumo_energy_ev=-2.3 total_energy_ha=-2418.0602 gap_ha=0.2506 molar_mass_g_mol=897.4 e_above_lowest_kj_mol=133.5 total_charge=+1 spin_multiplicity=1
H 4.05 -0.94 -0.90
H 0.83 -1.23 -3.67
H 0.86 1.03 -4.36
C -0.89 1.26 4.03
O 0.18 4.04 -2.08
C -0.61 -0.07 4.42
C -1.42 4.15 0.64
C -2.60 -2.09 0.14
H -4.39 3.84 -0.94
H 2.00 2.69 -5.89
H 5.26 -0.17 1.52
H -3.22 -2.54 -2.41
C -1.29 2.80 0.97
H -2.74 5.56 -0.32
H 3.14 0.39 -1.43
O 0.07 -3.00 -1.79
O -2.00 -1.42 -1.03
H 1.94 -1.63 2.13
C 1.73 1.06 2.14
H 2.32 -2.05 -3.05
H -2.24 -0.22 1.19
H -1.52 2.83 -3.55
H -2.26 -3.16 0.02
C -2.52 1.42 5.65
H -1.09 -1.59 5.86
C 3.85 1.79 -5.53
O 2.01 -2.37 0.21
H -3.63 -2.10 0.11
La 0.43 -0.36 -1.11
H 4.77 0.57 -0.75
H 5.65 0.68 -5.26
C 4.60 0.79 -4.98
C 2.60 0.94 3.26
C 0.81 -4.09 -1.24
C -1.97 -1.31 1.34
H 2.24 1.37 4.23
N -1.16 2.30 -2.78
O 0.70 1.91 -1.53
C -2.61 4.52 0.00
H -3.98 0.82 -1.44
Sb 0.17 2.52 2.59
C 1.58 -2.49 1.53
C 3.85 0.06 -0.71
H -1.23 -3.89 -3.17
C -2.17 -2.21 -2.18
H 4.43 -1.10 -3.88
C 3.34 0.24 0.75
C -0.02 2.83 -2.10
H -1.35 0.51 -3.79
H -4.05 0.23 0.24
H -2.34 0.76 -2.50
O -0.55 -1.44 1.26
N 2.05 0.63 0.94
H 4.61 0.55 3.87
C -1.24 -0.60 5.55
N -2.16 1.86 0.55
C 0.00 -2.64 1.74
H -5.26 1.40 -0.28
H -0.33 -3.48 1.05
C 3.86 0.49 3.08
C 3.96 -0.16 -4.24
H -4.58 1.46 6.20
C 1.87 0.94 -4.64
H -2.27 -1.71 2.33
C 1.81 -1.09 -3.14
F 4.51 2.72 -6.28
H 0.04 -0.71 3.83
N -1.40 0.91 -2.86
C -3.72 2.18 6.15
C -4.15 1.11 -0.42
H -0.39 -2.81 2.74
H 1.97 -3.42 2.02
H -0.68 4.96 0.79
C -2.25 0.16 6.14
C -1.25 -3.40 -2.18
C -3.24 2.23 -0.11
C 2.13 -3.62 -0.55
H -1.85 -1.59 -3.03
H -4.00 2.91 5.43
C -3.54 3.58 -0.34
C 4.22 0.11 1.75
H 0.15 -4.58 -0.56
H 0.96 -4.90 -1.97
H -1.65 -4.08 -1.38
H 2.56 -4.42 0.01
C 2.55 -0.12 -4.03
C 2.48 1.84 -5.41
H -3.53 2.55 7.15
H 2.81 -3.39 -1.36
H -2.79 -0.30 6.95
N -1.86 1.97 4.65

[3]
87
Properties=species:S:1:pos:R:3 method="wB97M-V/def2-TZVPD" lumo_energy_ev="-7.0 / -9.4" total_energy_ha=-3202.0840 gap_ha="0.2801 / 0.2152" molar_mass_g_mol=941.8 e_above_lowest_kj_mol=20.6 total_charge=+3 spin_multiplicity=5
C 2.26 1.75 -3.23
N -3.79 4.73 -1.37
H 0.30 1.44 -4.06
N -2.72 2.21 -0.41
C 1.05 1.08 -3.37
C 6.69 -1.63 0.91
H -4.03 -2.00 -1.01
H 1.56 -3.65 -0.95
H 7.17 -2.49 1.38
H 3.15 -4.36 -1.22
C -2.95 2.45 -1.83
C 3.24 1.24 -2.38
H -6.06 -1.30 2.26
C 2.44 -2.05 1.21
S 1.95 3.46 1.36
H -1.52 3.87 -0.03
C -4.99 -1.18 2.45
H 1.50 -4.95 -4.41
C 0.08 -5.34 -2.84
H -4.55 -2.11 2.80
C 1.82 -0.61 -1.80
H -1.76 -2.98 -1.25
C 3.08 -1.10 2.01
C 1.18 2.24 0.46
H -4.84 -0.39 3.18
C 5.20 -1.76 1.01
H -3.50 1.71 0.00
H -2.02 2.81 -2.28
C 4.46 -0.97 1.88
C 4.52 -2.71 0.25
O -2.71 -0.75 1.24
C -0.98 2.25 4.51
Ir -0.85 -0.03 0.28
H -1.38 -5.43 -1.28
C 0.79 -4.52 -3.71
H 4.98 -0.25 2.50
H 5.08 -3.35 -0.42
C 2.36 -0.31 3.05
H -4.56 5.39 -1.52
N 0.19 1.63 1.06
H -1.69 1.91 5.25
C -0.95 1.65 3.27
H 2.92 0.58 3.33
S -4.21 -0.69 0.93
C 0.84 -0.10 -2.65
C -3.58 4.49 0.10
H 7.02 -1.60 -0.13
C -1.04 -3.42 -1.93
H 7.05 -0.74 1.41
C 2.48 -3.98 -0.45
C -4.07 3.44 -2.11
H 2.45 2.65 -3.80
H -0.14 3.72 5.84
H -5.61 -2.23 -0.22
H -4.54 4.15 0.49
H -2.96 5.17 -1.77
C 0.85 3.74 3.95
C 0.88 3.14 2.69
H 1.37 0.00 2.71
H 0.24 -6.40 -2.87
C -4.54 -2.15 -0.06
H -3.34 5.45 0.56
C -2.48 3.46 0.30
H 2.21 -0.90 3.96
H 4.19 1.75 -2.30
H -5.04 3.08 -1.74
H 1.54 4.53 4.22
Te 0.35 -2.31 1.36
H -1.61 0.83 3.01
C -0.09 3.28 4.85
C 3.02 0.07 -1.66
H 2.22 -4.82 0.19
H -4.15 -3.02 0.46
S -0.73 -0.88 -2.90
H 1.66 -1.54 -1.28
C 0.00 2.12 2.35
O -1.58 -0.59 -1.64
H 1.13 -2.51 -4.39
H -4.17 3.68 -3.17
H -3.19 1.50 -2.32
H 3.79 -0.33 -1.01
C -0.83 -4.79 -1.95
C 3.15 -2.89 0.34
C -0.32 -2.61 -2.79
H -2.38 3.26 1.37
H 1.48 1.99 -0.54
C 0.59 -3.14 -3.70

[4]
86
Properties=species:S:1:pos:R:3 method="wB97M-V/def2-TZVPD" lumo_energy_ev="1.8 / 1.8" total_energy_ha=-8803.4049 gap_ha="0.1440 / 0.2193" molar_mass_g_mol=894.9 e_above_lowest_kj_mol=0.0 total_charge=-1 spin_multiplicity=2
C -2.46 -2.86 -3.33
H -4.69 1.80 -0.34
C -1.10 -3.98 2.36
C 4.55 1.12 1.38
C -3.15 -4.89 3.25
H -3.84 -5.88 -1.34
H 1.51 3.85 -0.12
H 5.72 1.28 -1.80
H -3.66 -1.44 1.76
H -2.05 -4.48 -0.37
C -3.45 -5.04 -1.90
C 5.73 1.25 -0.72
C 3.47 -0.28 3.78
H -4.16 -3.65 4.68
N -0.14 -1.68 -1.02
H -1.51 0.70 -4.31
C -0.93 -2.36 -1.49
H 3.68 -1.24 3.31
H -1.96 0.28 -2.65
H 5.81 1.21 3.12
C 0.01 3.72 -1.66
H -0.34 5.34 -3.12
C 6.96 1.33 1.33
C -0.40 4.30 -2.85
Ba -0.13 0.81 0.61
C -2.44 -4.27 -1.35
C 6.94 1.35 -0.06
H -1.91 -5.89 1.81
C 3.27 -0.48 -2.17
C 3.05 2.46 -2.27
C 4.53 1.14 -0.02
C -2.37 -2.73 3.97
C -3.30 -3.75 4.02
H 4.35 0.07 4.32
H 4.11 2.72 3.85
S -0.41 3.87 3.73
H 7.90 1.40 1.87
H -2.08 -2.00 -3.86
H 2.48 -0.56 -2.92
C -2.04 -5.00 2.42
C -3.47 -3.64 -3.87
H -4.75 -5.34 -3.58
H 0.92 5.41 -0.70
H -2.23 -1.77 0.80
H -3.35 -0.68 -1.19
H -3.45 3.06 1.48
N -0.22 2.38 -1.66
C -3.68 -0.49 -0.16
H -3.88 -3.40 -4.84
C -1.16 0.69 -3.28
H 3.17 3.40 -1.73
H 2.36 2.65 4.24
H 3.92 2.30 -2.92
H -3.60 3.99 -0.02
O -3.07 0.71 0.32
H 4.23 -0.34 -2.66
C 5.78 1.22 2.04
H -2.07 3.23 0.40
C 0.62 4.38 -0.46
H 2.88 3.49 2.80
As 2.87 0.99 2.43
H -3.23 1.92 -1.35
H -2.49 -1.84 4.56
C -0.79 2.09 -2.88
H -0.06 4.42 0.39
H -3.76 -2.56 0.40
H 2.14 2.53 -2.86
H -4.76 -0.34 -0.19
H 7.86 1.44 -0.62
C -1.95 -3.18 -2.07
H 3.29 -1.41 -1.59
C -3.96 -4.73 -3.15
H -1.32 3.30 -4.64
C -0.92 3.23 -3.64
C -3.59 1.88 -0.32
H -0.31 0.01 -3.21
H -3.89 -5.69 3.29
As 2.83 1.01 -0.98
H 2.65 -0.43 4.48
C -0.24 2.80 2.57
C -3.15 3.11 0.44
H -0.24 -4.07 1.72
C 3.10 2.64 3.44
Se 0.01 -1.39 3.01
C -3.31 -1.63 0.75
C -1.25 -2.82 3.13

[5]
84
Properties=species:S:1:pos:R:3 method="wB97M-V/def2-TZVPD" lumo_energy_ev=-2.8 total_energy_ha=-1965.9993 gap_ha=0.2505 molar_mass_g_mol=733.8 e_above_lowest_kj_mol=0.0 total_charge=+1 spin_multiplicity=1
H 0.13 -1.11 3.30
C 0.04 -2.48 1.63
H -1.47 3.12 5.44
C -0.15 3.82 2.39
H 4.38 -1.33 0.14
H -4.71 0.49 0.63
H -0.88 2.09 -2.54
H -1.09 6.53 -1.45
H 6.47 -2.15 1.13
C 3.10 -2.43 1.49
H -1.99 1.00 4.25
H -0.29 -4.06 0.20
H 1.40 0.64 1.70
H 0.53 -3.51 -3.79
C 0.14 3.51 -0.52
H 1.27 -3.04 -1.41
H 0.13 -2.74 -5.31
C -0.39 -1.96 2.86
H 2.35 -2.08 -3.76
H -1.35 0.71 1.90
Si 1.52 -1.74 0.77
H -3.24 1.42 0.86
H -0.75 -2.81 -1.64
H 2.43 0.51 0.28
C -0.99 -2.01 -3.61
C -2.12 -3.62 3.01
H 1.80 2.54 -1.48
C -1.12 1.64 2.41
C 1.44 -1.56 -4.04
H -4.74 1.89 -1.20
H 2.00 0.02 -2.66
H 2.46 -1.77 -1.47
C -0.52 3.99 3.71
Au 0.01 0.66 -0.54
H -1.76 -2.11 4.50
C -1.19 2.98 4.40
N -0.08 2.45 0.37
H 4.24 -4.45 3.97
C -3.72 0.68 0.22
H -1.69 0.68 -2.74
C -3.86 1.25 -1.18
H 2.10 4.28 -3.19
C -2.72 2.12 -1.69
H -0.26 4.91 4.22
C -0.62 -3.60 1.13
C 1.14 3.40 -1.49
H -4.08 0.44 -1.90
H -1.64 -1.31 -1.66
C -0.80 -1.83 -2.11
C -1.69 -4.17 1.81
N 0.47 -1.09 -1.76
C -1.48 1.80 3.74
H -1.83 -2.70 -3.76
C 4.27 -3.77 3.13
H -1.28 -1.07 -4.09
H -2.76 -0.90 1.14
C 1.32 4.39 -2.45
H -1.44 4.77 0.21
C 0.28 -2.55 -4.25
H 0.42 0.24 -3.39
C -0.46 2.64 1.70
C 5.52 -2.47 1.53
C 1.51 0.13 0.74
H 6.41 -3.70 3.05
H 0.41 4.61 1.89
H -2.95 -4.07 3.55
H -2.19 -5.04 1.41
H 1.67 -1.02 -4.96
H 0.67 6.30 -3.19
C 1.46 -2.02 -1.10
C -0.66 4.66 -0.53
C 1.10 -0.51 -2.98
C 5.48 -3.35 2.61
C 0.52 5.52 -2.45
N -2.88 -0.53 0.20
C -0.46 5.65 -1.47
H -3.07 2.65 -2.58
H 2.14 -3.65 2.98
C 4.34 -2.02 0.98
C -1.45 -2.52 3.54
H -3.37 -1.26 -0.31
C 3.08 -3.31 2.57
N -1.47 1.41 -2.06
H -2.46 2.87 -0.95